Formula: C21H29Cl30N2O3S
Source: the Open Molecules 2025 dataset
Level of theory: wB97M-V/def2-TZVPD

Summary:
orbital gap: 8.8 eV
highest occupied orbital energy: -11.88 eV
E_LUMO: -3.09 eV
total charge: +1

Element x y z (Å)
C 2.32 -2.11 3.83
C 1.69 -1.58 2.54
O 0.83 -2.59 2.02
C 0.88 -0.29 2.76
C 1.74 0.98 2.63
O 1.78 1.69 3.86
C 0.91 2.79 3.98
C -0.33 2.69 3.09
C -1.24 3.87 3.36
C -2.71 3.53 3.13
C -3.01 2.50 2.05
O -3.12 2.31 3.58
N 0.21 2.79 1.70
C 1.36 1.84 1.42
N 0.95 0.99 0.30
C 1.28 1.38 -0.82
S 1.53 2.00 -2.21
H 1.80 -3.02 4.12
H 3.37 -2.33 3.68
H 2.23 -1.38 4.64
H 2.50 -1.41 1.82
H 0.22 -2.16 1.41
H 0.54 -0.30 3.79
H 0.00 -0.28 2.11
H 2.77 0.66 2.43
H 0.53 2.78 5.00
H 1.41 3.76 3.86
H -0.79 1.73 3.31
H -1.16 4.21 4.39
H -1.04 4.68 2.65
H -3.42 4.35 3.18
H -2.40 1.62 1.86
H -4.04 2.31 1.80
H 0.58 3.74 1.61
H -0.50 2.70 0.97
H 2.21 2.43 1.08
C -2.40 -3.70 1.05
Cl -3.27 -3.53 2.57
Cl -3.39 -4.48 -0.17
Cl -1.85 -2.11 0.47
H -1.51 -4.30 1.23
C 4.35 4.16 5.51
Cl 4.14 3.97 3.76
Cl 5.52 5.42 5.86
Cl 2.80 4.52 6.30
H 4.72 3.23 5.90
C -5.67 -6.42 -3.65
Cl -7.33 -6.89 -3.32
Cl -4.78 -6.13 -2.15
Cl -4.86 -7.64 -4.63
H -5.69 -5.50 -4.22
C -1.80 -10.37 -5.28
Cl -2.66 -11.76 -4.63
Cl -0.23 -10.18 -4.51
Cl -1.64 -10.50 -7.03
H -2.39 -9.48 -5.07
C 0.81 -3.16 -2.68
Cl -0.51 -4.28 -2.38
Cl 0.73 -2.51 -4.31
Cl 0.80 -1.85 -1.49
H 1.75 -3.70 -2.58
C -0.99 -11.89 -10.84
Cl 0.68 -11.36 -10.99
Cl -2.04 -10.98 -11.93
Cl -1.13 -13.62 -11.14
H -1.32 -11.70 -9.83
C -5.17 1.50 6.00
Cl -4.88 0.90 7.64
Cl -6.19 0.38 5.10
Cl -5.88 3.11 6.04
H -4.21 1.57 5.50
C 0.85 6.28 -1.67
Cl 1.37 5.76 -0.04
Cl 2.03 5.80 -2.88
Cl -0.75 5.64 -2.05
H 0.80 7.36 -1.65
C 5.18 7.64 0.27
Cl 4.54 6.24 1.15
Cl 6.80 8.03 0.82
Cl 5.15 7.35 -1.47
H 4.54 8.49 0.48
C 3.03 6.71 -6.90
Cl 4.12 8.09 -6.90
Cl 3.50 5.54 -5.66
Cl 1.36 7.23 -6.66
H 3.10 6.22 -7.86